No. 1
A cluster of 2 separate species, C3H11NS in total at a distorted geometry, computed with ωB97M-V/def2-TZVPD.

```
16
C3H11NS ωB97M-V/def2-TZVPD
H 1.486 1.746 -0.094
H -0.097 0.783 1.914
C 0.220 1.708 1.457
H -0.405 1.953 0.616
H -2.496 -0.464 -2.595
N 1.630 1.647 0.913
H 3.137 0.301 0.574
S -1.016 -1.305 -0.730
H -1.880 -2.067 -2.987
C 2.301 0.396 1.267
C -2.145 -1.404 -2.158
H -3.057 -1.871 -1.756
H 2.139 2.519 1.284
H 1.713 -0.447 0.892
H 0.135 2.528 2.178
H 2.782 0.394 2.230
```

As for the multiplicity: 2. Its total charge is -1. The largest force on an atom is 0.0520 hartree/bohr. The value obtained for the LUMO energy (alpha / beta) is 3.975 / 3.813 eV. The expectation value of S² is 0.751. As for the HOMO-LUMO gap (alpha / beta): 4.45 / 6.40 eV. Its energy above the lowest of the compared OMol25 structures with the same formula, charge and spin is 1.7888 eV.


No. 2
A cluster of 2 separate species, C3H11NS in total, computed with ωB97M-V/def2-TZVPD.

```
16
C3H11NS ωB97M-V/def2-TZVPD
H 0.334 -0.585 0.500
H -0.599 -2.234 2.323
H -1.136 0.222 2.359
H -1.989 -2.524 1.271
H -1.090 -0.846 -0.498
H -2.230 -1.958 2.922
C -1.588 -1.864 2.045
S 2.230 0.693 -1.836
H 0.991 0.959 -1.299
N -0.597 1.155 -0.157
H -0.200 1.723 0.598
H -1.543 1.525 -0.276
C -1.530 -0.419 1.564
C -0.683 -0.235 0.311
H -2.545 -0.066 1.360
H 1.783 -0.265 -2.662
```

As for the multiplicity: 2. Its total charge is -1. The largest force on an atom is 0.0035 hartree/bohr. The value obtained for the LUMO energy (alpha / beta) is 3.476 / 3.484 eV. The expectation value of S² is 0.750. As for the HOMO-LUMO gap (alpha / beta): 2.15 / 9.19 eV. Its energy above the lowest of the compared OMol25 structures with the same formula, charge and spin is 0.2276 eV.


No. 3
A cluster of 3 separate species, C3H11NS2 in total at a distorted geometry, computed with ωB97M-V/def2-TZVPD.

```
17
C3H11NS2 ωB97M-V/def2-TZVPD
H -1.663 3.350 1.728
H -0.590 -3.403 -1.622
H 0.130 1.414 2.497
H 0.604 -0.737 -1.343
H 0.736 1.178 -0.471
S -0.493 3.271 1.087
H 1.904 1.794 0.720
H -2.186 -2.793 -2.115
H 2.339 -0.507 0.452
C -1.146 -2.521 -1.957
H -0.759 -2.152 -2.900
C 1.064 1.102 0.574
N 1.466 -0.265 0.916
H 0.782 -0.897 0.458
C -0.112 1.517 1.436
H -0.964 0.886 1.200
S -1.109 -1.238 -0.658
```

The largest force on an atom is 0.0868 hartree/bohr. The value obtained for the LUMO energy is -0.989 eV. As for the HOMO-LUMO gap: 7.91 eV. Its energy above the lowest of the compared OMol25 structures with the same formula, charge and spin is 2.5782 eV.


No. 4
A structure of composition C3H11NSi at a distorted geometry, computed with ωB97M-V/def2-TZVPD.

```
16
C3H11NSi ωB97M-V/def2-TZVPD
C 2.004 1.368 -0.434
Si -0.645 -1.264 0.779
H 2.566 2.086 -1.084
H -1.628 -0.551 1.649
H 0.480 -1.918 1.303
C 0.559 1.194 -1.094
H 2.474 0.351 -0.407
H -1.505 -3.079 -0.743
H 0.273 2.289 -1.560
H -1.968 -1.383 -1.091
H 0.446 0.365 -1.816
H -0.364 -2.124 -1.688
C -1.132 -2.125 -0.840
H 2.021 1.769 0.588
N -0.666 0.962 -0.150
H -0.650 1.654 0.594
```

The largest force on an atom is 0.1018 hartree/bohr. The value obtained for the LUMO energy is 0.409 eV. As for the HOMO-LUMO gap: 8.46 eV. Its energy above the lowest of the compared OMol25 structures with the same formula, charge and spin is 3.1542 eV.


No. 5
A cluster of 3 separate species, C3H11O2S in total at a distorted geometry, computed with ωB97M-V/def2-TZVPD.

```
17
C3H11O2S ωB97M-V/def2-TZVPD
H -1.636 -1.865 -0.850
H 0.921 1.737 0.139
O 1.716 1.602 -0.433
H 1.199 1.556 -1.254
C -0.717 -1.320 -0.605
C -1.961 0.530 0.545
H 3.097 -0.844 -0.326
H -0.055 -0.160 1.133
S -1.247 2.095 -0.044
H 3.068 0.533 0.084
H -2.709 0.201 -0.192
O 3.585 -0.270 0.235
C -0.964 -0.611 0.723
H -1.220 -1.348 1.494
H 0.114 -2.010 -0.697
H -2.565 0.737 1.433
H -0.626 -0.563 -1.386
```

Its total charge is -1. The largest force on an atom is 0.0267 hartree/bohr. The value obtained for the LUMO energy is 3.891 eV. As for the HOMO-LUMO gap: 6.90 eV. Its energy above the lowest of the compared OMol25 structures with the same formula, charge and spin is 0.2377 eV.


No. 6
A cluster of 3 separate species, C3H11O3 in total at a distorted geometry, computed with ωB97M-V/def2-TZVPD.

```
17
C3H11O3 ωB97M-V/def2-TZVPD
H 1.091 -0.816 2.181
O 0.893 -1.003 0.546
H 1.197 1.057 0.303
O -1.433 -1.212 1.709
H -1.140 0.087 -0.466
H -0.521 -1.226 1.287
H -1.958 -1.806 1.182
H 1.820 -0.051 -0.971
H -0.172 -0.714 -1.609
C -0.481 1.406 -2.149
H -1.187 1.140 -2.943
O 1.171 -0.693 3.185
H -0.738 2.281 -1.560
C -0.306 0.275 -1.149
H 0.398 1.510 -2.801
H 0.356 -0.328 3.476
C 1.010 0.094 -0.222
```

Its total charge is -1. The largest force on an atom is 0.0490 hartree/bohr. The value obtained for the LUMO energy is 4.030 eV. As for the HOMO-LUMO gap: 7.79 eV. Its energy above the lowest of the compared OMol25 structures with the same formula, charge and spin is 0.5920 eV.


Please write out number 6 again, unchanged.
A cluster of 3 separate species, C3H11O3 in total at a distorted geometry, computed with ωB97M-V/def2-TZVPD.

```
17
C3H11O3 ωB97M-V/def2-TZVPD
H 1.091 -0.816 2.181
O 0.893 -1.003 0.546
H 1.197 1.057 0.303
O -1.433 -1.212 1.709
H -1.140 0.087 -0.466
H -0.521 -1.226 1.287
H -1.958 -1.806 1.182
H 1.820 -0.051 -0.971
H -0.172 -0.714 -1.609
C -0.481 1.406 -2.149
H -1.187 1.140 -2.943
O 1.171 -0.693 3.185
H -0.738 2.281 -1.560
C -0.306 0.275 -1.149
H 0.398 1.510 -2.801
H 0.356 -0.328 3.476
C 1.010 0.094 -0.222
```

Its total charge is -1. The largest force on an atom is 0.0490 hartree/bohr. The value obtained for the LUMO energy is 4.030 eV. As for the HOMO-LUMO gap: 7.79 eV. Its energy above the lowest of the compared OMol25 structures with the same formula, charge and spin is 0.5920 eV.